ORCA calculation (ωB97M-V/def2-TZVPD) on a single C4H7N3 molecule.

```
14
C4H7N3 (ωB97M-V/def2-TZVPD)
N 2.443 -0.509 0.392
C 1.127 -0.070 0.131
C 0.733 1.215 -0.157
N -0.641 1.217 -0.247
C -1.126 -0.037 -0.031
N -2.532 -0.228 -0.057
C -0.050 -0.869 0.204
H 3.129 0.055 -0.096
H 2.578 -1.476 0.124
H 1.314 2.120 -0.259
H -1.232 1.996 -0.487
H -2.802 -0.897 -0.770
H -2.858 -0.588 0.834
H -0.083 -1.931 0.420
```

Summary:
2S+1   1
E_LUMO   1.1 eV
HOMO level   -0.2722 Eh
Kohn-Sham gap   0.3120 hartree
Relative energy (zero: lowest compared OMol25 entry of this formula, charge and spin)   0.5 kcal per mole
Structure (SMILES)   Nc1c[nH]c(N)c1
Charge   0

Atom charges from the natural (NBO) analysis, given in e for atoms 1 to 6:
1 N -0.807
2 C 0.094
3 C -0.159
4 N -0.502
5 C 0.281
6 N -0.847

---

ORCA calculation (ωB97M-V/def2-TZVPD) on a single C4H7N3O molecule at a distorted geometry.

```
15
C4H7N3O (ωB97M-V/def2-TZVPD)
N 2.148 0.320 -0.051
C 0.862 -0.249 -0.024
C 0.377 -1.541 0.028
C -0.990 -1.478 -0.074
C -1.359 -0.110 -0.123
O -2.557 0.468 -0.063
N -0.257 0.619 -0.053
N -0.273 2.034 -0.084
H 2.744 0.078 0.801
H 2.696 0.175 -0.968
H 1.054 -2.362 0.015
H -1.688 -2.360 -0.093
H -3.219 -0.215 0.257
H 0.668 2.263 -0.483
H -0.207 2.357 0.915
```

Summary:
2S+1   1
E_LUMO   0.8 eV
HOMO level   -0.2653 Eh
Kohn-Sham gap   0.2952 hartree
Relative energy (zero: lowest compared OMol25 entry of this formula, charge and spin)   52.3 kcal per mole
Structure (SMILES)   Nc1ccc(O)n1N
Charge   0

Atom charges from the natural (NBO) analysis, given in e for atoms 1 to 6:
1 N -0.881
2 C 0.193
3 C -0.290
4 C -0.411
5 C 0.452
6 O -0.659

---

ORCA calculation (ωB97M-V/def2-TZVPD) on a single C4H7N3O molecule at a distorted geometry.

```
15
C4H7N3O (ωB97M-V/def2-TZVPD)
H 1.564 -2.806 -0.809
N 0.642 -2.404 -0.830
C 0.300 -1.078 -0.876
N 1.529 -0.108 -0.753
O 1.083 1.412 -0.180
C 0.061 1.408 0.996
C -0.663 0.146 0.780
N -1.986 -0.474 0.321
C -0.959 -0.298 -0.694
H 2.124 0.103 -1.786
H 0.535 1.274 2.080
H -0.047 2.593 1.051
H -0.462 -0.566 1.666
H -2.809 0.059 0.274
H -0.912 0.740 -1.239
```

Summary:
2S+1   1
E_LUMO   0.7 eV
HOMO level   -0.3372 Eh
Kohn-Sham gap   0.3634 hartree
Relative energy (zero: lowest compared OMol25 entry of this formula, charge and spin)   215.9 kcal per mole
Structure (SMILES)   [H]/N=C1\NOC[C@H]2N[C@H]12
Charge   0

Atom charges from the natural (NBO) analysis, given in e for atoms 1 to 6:
1 H 0.378
2 N -0.691
3 C 0.412
4 N -0.401
5 O -0.462
6 C -0.140

---

ORCA calculation (ωB97M-V/def2-TZVPD) on a single C4H7N3O molecule at a distorted geometry.

```
15
C4H7N3O (ωB97M-V/def2-TZVPD)
C -2.562 -0.115 0.411
C -1.108 -0.270 0.011
N -0.313 -1.347 -0.167
N 1.024 -1.180 -0.618
C 1.824 -0.462 0.650
C 1.564 0.973 0.204
N 0.443 1.530 -0.237
O -0.734 1.073 -0.430
H -2.522 0.658 1.259
H -2.851 -1.051 0.765
H -3.079 -0.086 -0.656
H 1.489 -2.231 -0.794
H 1.180 -0.752 1.547
H 2.966 -0.806 0.657
H 2.311 1.908 0.164
```

Summary:
2S+1   1
E_LUMO   0.9 eV
HOMO level   -0.3126 Eh
Kohn-Sham gap   0.3443 hartree
Relative energy (zero: lowest compared OMol25 entry of this formula, charge and spin)   156.7 kcal per mole
Structure (SMILES)   CC1=NNCC=NO1
Charge   0

Atom charges from the natural (NBO) analysis, given in e for atoms 1 to 6:
1 C -0.683
2 C 0.475
3 N -0.329
4 N -0.472
5 C -0.317
6 C -0.050

---

ORCA calculation (ωB97M-V/def2-TZVPD) on a single C4H7N3O molecule at a distorted geometry.

```
15
C4H7N3O (ωB97M-V/def2-TZVPD)
C 0.552 2.013 0.050
C -0.274 0.870 0.047
N -1.543 0.899 -0.025
N -2.138 -0.348 -0.016
C -1.074 -1.450 0.054
C 0.193 -0.639 0.094
N 1.346 -1.148 0.081
O 2.428 -0.298 -0.111
H 1.089 2.126 1.036
H -0.070 2.909 -0.077
H 1.261 2.119 -0.874
H -2.715 -0.428 -0.840
H -1.107 -1.920 1.007
H -1.051 -2.060 -0.788
H 3.136 -0.946 -0.323
```

Summary:
2S+1   1
E_LUMO   0.9 eV
HOMO level   -0.3141 Eh
Kohn-Sham gap   0.3467 hartree
Relative energy (zero: lowest compared OMol25 entry of this formula, charge and spin)   86.6 kcal per mole
Structure (SMILES)   CC1=NNC/C1=N/O
Charge   0

Atom charges from the natural (NBO) analysis, given in e for atoms 1 to 6:
1 C -0.664
2 C 0.142
3 N -0.204
4 N -0.438
5 C -0.298
6 C 0.167

---

ORCA calculation (ωB97M-V/def2-TZVPD) on a single C4H7N3O molecule at a distorted geometry.

```
15
C4H7N3O (ωB97M-V/def2-TZVPD)
O -2.727 -0.040 -0.078
C -1.385 0.011 -0.364
C -0.452 0.883 0.349
N 0.635 1.558 0.017
C 1.710 0.833 -0.085
N 1.827 -0.495 -0.136
N 0.727 -1.348 0.028
C -0.381 -0.647 0.651
H -3.077 0.803 -0.682
H -1.053 -0.421 -1.312
H -1.009 1.316 1.142
H 2.656 1.392 -0.247
H 2.808 -0.959 0.023
H 0.502 -1.710 -0.906
H -0.781 -1.174 1.601
```

Summary:
2S+1   1
E_LUMO   0.8 eV
HOMO level   -0.3184 Eh
Kohn-Sham gap   0.3473 hartree
Relative energy (zero: lowest compared OMol25 entry of this formula, charge and spin)   96.5 kcal per mole
Structure (SMILES)   O[C@H]1[C@@H]2N=CNN[C@H]12
Charge   0

Atom charges from the natural (NBO) analysis, given in e for atoms 1 to 6:
1 O -0.672
2 C 0.076
3 C -0.092
4 N -0.517
5 C 0.268
6 N -0.451

---

ORCA calculation (ωB97M-V/def2-TZVPD) on a molecular structure, C4H7N3O at a distorted geometry.

```
15
C4H7N3O (ωB97M-V/def2-TZVPD)
C -1.736 -0.964 -0.312
C 0.320 0.432 -0.907
C -0.168 0.878 -2.314
C 0.237 -0.336 1.133
H -1.420 -1.750 -1.367
H -2.226 -0.174 -0.692
H -2.022 -1.188 0.593
H 0.737 1.063 -3.195
H -0.566 2.158 -2.120
H -1.040 0.116 -2.465
H 1.720 0.734 1.689
N -0.514 -0.365 -0.042
N 1.334 0.880 -0.329
N 1.301 0.415 0.987
O -0.243 -0.941 2.205
```

Summary:
2S+1   1
E_LUMO   0.5 eV
HOMO level   -0.3265 Eh
Kohn-Sham gap   0.3441 hartree
Relative energy (zero: lowest compared OMol25 entry of this formula, charge and spin)   108.4 kcal per mole
Charge   0

Atom charges from the natural (NBO) analysis, given in e for atoms 1 to 6:
1 C -0.344
2 C 0.362
3 C -0.686
4 C 0.719
5 H 0.169
6 H 0.192

---

ORCA calculation (ωB97M-V/def2-TZVPD) on a single C4H7N3O molecule at a distorted geometry.

```
15
C4H7N3O (ωB97M-V/def2-TZVPD)
H 1.865 -1.875 -1.610
N 1.514 -1.577 -0.520
C 0.470 -0.820 -0.639
C 0.249 0.169 -1.688
N -0.566 1.235 -1.399
O -1.301 0.696 -0.350
N -0.562 -0.570 0.219
C -0.476 -0.279 1.678
C 0.528 0.905 2.014
H 0.759 0.450 -2.547
H -0.130 -1.326 1.933
H -1.555 0.160 2.001
H 1.647 0.756 2.064
H 0.216 1.970 1.563
H 0.275 0.828 3.110
```

Summary:
2S+1   1
E_LUMO   0.0 eV
HOMO level   -0.3329 Eh
Kohn-Sham gap   0.3328 hartree
Relative energy (zero: lowest compared OMol25 entry of this formula, charge and spin)   152.6 kcal per mole
Structure (SMILES)   [H]/N=c1\cnon1CC
Charge   0

Atom charges from the natural (NBO) analysis, given in e for atoms 1 to 6:
1 H 0.355
2 N -0.685
3 C 0.321
4 C -0.069
5 N -0.020
6 O -0.250